Computed, not measured: C6H12O as an isolated structure, with the ωB97M-V functional and the def2-TZVPD basis.

```
19
Properties=species:S:1:pos:R:3:forces:R:3
C 1.492724 -0.888190 -1.727528 -0.0246 0.0327 -0.0310
C 1.561425 -0.854888 -0.213509 -0.1308 -0.1044 -0.0305
C 0.647982 1.146268 0.353094 -0.2713 -0.1393 -0.1205
C -0.423666 0.726288 1.266143 0.2483 0.0021 0.1285
C -1.739809 1.465794 1.025038 -0.1536 0.1184 -0.0163
C -1.691181 0.003662 0.817480 -0.0807 0.0585 0.2642
O -1.807625 -0.436929 -0.501831 0.0941 -0.1977 -0.0194
H 0.478900 -0.682500 -2.084483 0.1571 -0.0286 0.0299
H 2.156699 -0.134897 -2.163965 -0.0785 -0.0927 0.0668
H 1.803625 -1.864456 -2.116755 -0.0310 0.1099 0.0593
H 2.540858 -1.169374 0.165770 -0.1044 0.0929 -0.0210
H 0.791326 -1.438754 0.293097 0.1149 0.1087 -0.0726
H 0.249372 1.187665 -0.670700 0.0786 0.0014 0.1315
H 1.632856 0.290274 0.244200 0.1228 -0.0261 0.0508
H -0.160341 0.590438 2.314986 -0.0600 0.0206 -0.1800
H -1.792390 2.076535 0.127889 0.0371 -0.1047 0.1175
H -2.259706 1.872210 1.887084 0.0995 -0.0945 -0.1413
H -2.176476 -0.631079 1.561864 0.1034 0.1120 -0.1417
H -1.304573 -1.258070 -0.577873 -0.1211 0.1306 -0.0741
```
Positions in Å, forces in eV/Å.

The HOMO energy comes out at -7.763 eV. The value obtained for the total energy is -310.864963 a.u. The value obtained for the molar mass is 100.2 g mol⁻¹. The energy relative to the best compared isomer or geometry (same formula, charge and spin) is 121.9 kcal per mole.

These are the natural (NBO) partial charges, in e, on atoms 1 to 2: C -0.634; C -0.465

---

Computed, not measured: one molecule with the formula C6H12O, with the ωB97M-V functional and the def2-TZVPD basis.

```
19
Properties=species:S:1:pos:R:3:forces:R:3
C -0.576751 -1.196215 1.671245 -0.0089 -0.0361 0.0049
C 0.118207 -0.442328 0.544803 -0.2285 0.0691 -0.0015
O 1.531791 -0.662463 0.585999 0.1449 -0.1394 -0.0566
C -0.412100 -0.735247 -0.865488 -0.0996 0.0905 0.0342
C 0.108503 0.431251 -1.723121 0.0650 0.0361 -0.0800
C 0.318697 1.613062 -0.739617 0.0442 0.0992 -0.0046
C -0.038711 1.070347 0.654826 -0.0311 0.1216 0.0323
H -0.465733 -2.280573 1.557497 0.0182 0.1252 0.0037
H -1.647603 -0.964000 1.693504 0.1515 -0.0427 -0.0362
H -0.141657 -0.902828 2.632833 -0.0486 -0.0754 -0.1474
H 1.725695 -1.517299 0.186094 -0.0306 0.0021 0.0735
H -0.087341 -1.715200 -1.233946 -0.0665 0.0630 0.0630
H -1.509017 -0.733404 -0.847385 0.1384 -0.0540 0.0535
H 1.061076 0.157516 -2.186132 -0.1327 0.0595 0.0297
H -0.583018 0.688752 -2.532552 0.1091 -0.0960 0.1317
H -0.301095 2.479436 -0.991545 0.1075 -0.1275 -0.0184
H 1.361803 1.940441 -0.766753 -0.1616 -0.0249 0.0175
H -1.076363 1.313253 0.915735 0.1520 -0.0633 -0.0287
H 0.613618 1.455498 1.444001 -0.1226 -0.0068 -0.0704
```
Positions in Å, forces in eV/Å.

The HOMO energy comes out at -10.227 eV. The value obtained for the total energy is -311.058738 a.u. The value obtained for the molar mass is 100.2 g mol⁻¹. The energy relative to the best compared isomer or geometry (same formula, charge and spin) is 0.3 kcal per mole.

These are the natural (NBO) partial charges, in e, on atoms 1 to 2: C -0.624; C 0.248

---

Computed, not measured: one molecule with the formula C6H12O, with the ωB97M-V functional and the def2-TZVPD basis.

```
19
Properties=species:S:1:pos:R:3:forces:R:3
C 1.306482 2.078605 -1.964934 0.0825 0.0807 -0.0620
C -0.060294 1.417555 -1.812954 -0.0544 0.0203 -0.1338
C -0.101757 0.535035 -0.613934 -0.0459 -0.1144 0.0256
C -0.443217 -1.018746 1.603991 0.0010 0.0536 0.2350
C -0.540364 -2.128530 2.613939 -0.0068 -0.0692 0.0884
C -0.222829 -0.787277 -0.698948 -0.0237 0.2372 -0.1432
O -0.258855 -1.642717 0.346418 -0.0925 -0.0040 -0.0430
H 1.329437 2.730096 -2.842736 0.0843 -0.0339 0.0802
H 1.547470 2.683107 -1.082069 -0.0331 -0.0790 -0.1457
H 2.083655 1.313491 -2.066314 -0.0772 0.1510 -0.0259
H -0.835357 2.189660 -1.725540 0.0800 -0.0794 -0.1042
H -0.294253 0.815497 -2.698839 0.0192 0.1710 0.0189
H 0.030501 1.018010 0.349909 -0.0748 -0.0377 -0.1363
H -1.352261 -0.399408 1.561066 0.1142 -0.1264 0.0545
H 0.395458 -0.345775 1.833783 -0.0403 -0.1884 -0.0443
H -0.665039 -1.727177 3.622501 -0.0023 -0.0826 -0.0796
H 0.377632 -2.720198 2.570008 -0.1381 -0.0185 0.1272
H -1.388703 -2.771353 2.366046 0.1036 0.0099 0.1386
H -0.335290 -1.310084 -1.648070 0.1043 0.1099 0.1496
```
Positions in Å, forces in eV/Å.

The HOMO energy comes out at -8.585 eV. The value obtained for the total energy is -311.018422 a.u. The value obtained for the molar mass is 100.2 g mol⁻¹. The energy relative to the best compared isomer or geometry (same formula, charge and spin) is 25.6 kcal per mole.

These are the natural (NBO) partial charges, in e, on atoms 1 to 2: C -0.597; C -0.418

---

Computed, not measured: one molecule with the formula C6H12O, with the ωB97M-V functional and the def2-TZVPD basis.

```
19
Properties=species:S:1:pos:R:3:forces:R:3
C -0.484147 -1.922456 -1.098844 0.1175 -0.2527 0.0948
O -1.028266 -0.683746 -1.505211 -0.0154 -0.0344 -0.0287
C -1.166159 0.270597 -0.474574 -0.0427 0.1865 0.1664
C 0.152311 0.588679 0.230115 0.0224 -0.0286 -0.1083
C 1.362698 0.565859 -0.697728 0.1060 0.0102 -0.0447
C 0.114396 1.596274 1.346731 -0.0518 0.2024 -0.0242
C 0.322380 0.145550 1.662746 0.0247 -0.1798 0.0923
H -1.263908 -2.691378 -1.026650 0.0437 0.1195 -0.0332
H 0.016978 -1.849995 -0.127514 -0.0495 -0.0199 -0.1276
H 0.259895 -2.235067 -1.841668 -0.1861 0.0147 0.1049
H -1.554327 1.164670 -0.976681 0.0776 -0.1068 0.0858
H -1.917916 -0.054343 0.265458 0.1071 0.0648 -0.0686
H 1.027682 0.469125 -1.736166 0.1182 0.0750 0.1799
H 2.013879 -0.291801 -0.487174 -0.1081 0.1437 -0.0499
H 1.968902 1.474327 -0.617562 -0.1110 -0.1272 0.0467
H -0.834453 2.054565 1.616864 0.1094 -0.1182 -0.0622
H 0.970521 2.260691 1.431680 -0.1535 -0.0926 -0.0169
H -0.502417 -0.383118 2.134934 0.0972 0.0531 -0.1102
H 1.305399 -0.181693 1.992237 -0.1060 0.0903 -0.0964
```
Positions in Å, forces in eV/Å.

The HOMO energy comes out at -9.656 eV. The value obtained for the total energy is -310.995838 a.u. The value obtained for the molar mass is 100.2 g mol⁻¹. The energy relative to the best compared isomer or geometry (same formula, charge and spin) is 39.8 kcal per mole.

These are the natural (NBO) partial charges, in e, on atoms 1 to 2: C -0.261; O -0.545

---

Computed, not measured: C6H12O as an isolated structure, with the ωB97M-V functional and the def2-TZVPD basis.

```
19
Properties=species:S:1:pos:R:3:forces:R:3
C 1.011014 -1.752352 -0.521694 0.0433 0.0016 -0.0295
C 0.004884 -1.607953 0.613596 -0.1032 -0.1495 -0.0920
O 0.674473 -1.599439 1.903947 0.3081 -0.2719 0.1764
C 0.366617 -0.193907 1.990034 -0.1080 0.1166 0.1852
C -0.665246 -0.288267 0.908391 0.2597 -0.1979 0.1929
C -1.479019 1.612293 -0.872608 -0.0746 0.2142 -0.2352
C 0.039474 1.542965 -1.049447 -0.0607 0.1064 -0.0623
H 1.437346 -2.757355 -0.456556 -0.0355 0.1203 -0.0396
H 0.559620 -1.624325 -1.510956 -0.0294 0.0028 0.2162
H 1.827672 -1.032714 -0.405644 -0.1548 -0.0592 -0.0107
H -0.752862 -2.401846 0.528490 0.1374 -0.0036 0.1718
H 1.223344 0.442550 1.705422 -0.1781 -0.1079 0.0387
H 0.008540 0.143052 2.970248 0.0610 -0.1778 -0.0453
H -1.969919 0.652038 -1.048403 0.1450 0.2080 -0.0429
H -1.858635 2.336760 -1.593084 -0.1455 0.0914 -0.0468
H -1.776204 1.923674 0.134112 0.1552 -0.0245 -0.2797
H 0.302245 1.234501 -2.068173 -0.0136 0.1378 0.1398
H 0.561215 0.849392 -0.381543 -0.2212 0.0433 -0.0900
H 0.485439 2.520933 -0.846131 0.0149 -0.0499 -0.1470
```
Positions in Å, forces in eV/Å.

The HOMO energy comes out at -8.572 eV. The value obtained for the total energy is -310.854628 a.u. The value obtained for the molar mass is 100.2 g mol⁻¹. The energy relative to the best compared isomer or geometry (same formula, charge and spin) is 128.4 kcal per mole.

These are the natural (NBO) partial charges, in e, on atoms 1 to 2: C -0.616; C -0.109

---

Computed, not measured: one molecule with the formula C6H12O, with the ωB97M-V functional and the def2-TZVPD basis.

```
19
Properties=species:S:1:pos:R:3:forces:R:3
C -1.890050 -0.965427 -0.652273 -0.0442 -0.0430 -0.0321
C -0.791025 0.012876 -0.232277 0.0684 0.0095 -0.0202
C -1.337671 1.086206 0.710632 -0.0045 0.0488 0.0433
C 0.318057 -0.762931 0.441938 -0.2072 0.0723 0.1356
O 1.185791 -1.522737 -0.389378 0.0553 -0.1930 -0.1232
C 1.748249 -0.446856 0.359949 0.1273 0.1978 0.1685
C 2.326169 0.722311 -0.410564 -0.0235 0.0271 -0.0424
H -2.714124 -0.448882 -1.156612 0.1359 -0.0549 0.0556
H -1.493785 -1.730771 -1.326973 -0.0584 0.1047 0.0801
H -2.304604 -1.473064 0.228745 0.0591 0.0787 -0.1237
H -0.380396 0.493373 -1.130008 -0.0307 -0.0662 0.1263
H -1.706237 0.636473 1.641396 0.0591 0.0433 -0.1282
H -2.176656 1.617585 0.248387 0.1261 -0.0715 0.0528
H -0.572010 1.824356 0.974253 -0.0902 -0.1125 -0.0299
H -0.017820 -1.307057 1.331888 0.0533 0.0728 -0.1085
H 2.361043 -0.790598 1.195610 -0.0875 0.0415 -0.1150
H 2.237709 0.543281 -1.485565 -0.0274 0.0274 0.1342
H 3.387113 0.845844 -0.172775 -0.1568 -0.0234 -0.0702
H 1.820245 1.666015 -0.176374 0.0459 -0.1594 -0.0030
```
Positions in Å, forces in eV/Å.

The HOMO energy comes out at -10.018 eV. The value obtained for the total energy is -311.016994 a.u. The value obtained for the molar mass is 100.2 g mol⁻¹. The energy relative to the best compared isomer or geometry (same formula, charge and spin) is 26.5 kcal per mole.

These are the natural (NBO) partial charges, in e, on atoms 1 to 2: C -0.602; C -0.251

---

What is the total energy in the first record?
-310.864963 a.u.

---

What is the formula in the third record?
C6H12O